Record 1
Computed, not measured: C24H66Br9N12O9P3 as an isolated structure at a distorted geometry, with ωB97M-V/def2-TZVPD.

Structure (XYZ):
```
123
Properties=species:S:1:pos:R:3
C 24.151 -9.916 -27.842
N 25.462 -9.932 -28.536
O 26.374 -10.472 -27.942
O 25.561 -9.347 -29.591
H 23.984 -10.901 -27.420
H 23.334 -9.690 -28.522
H 24.186 -9.116 -27.108
C 24.575 -14.449 -28.575
N 24.690 -15.104 -29.908
O 25.654 -15.819 -30.112
O 23.743 -15.025 -30.669
H 24.854 -13.415 -28.782
H 25.214 -14.835 -27.787
H 23.549 -14.551 -28.233
C 23.659 -12.965 -24.818
N 24.431 -12.907 -23.561
O 25.629 -13.169 -23.611
O 23.912 -12.411 -22.584
H 24.357 -13.090 -25.644
H 23.233 -11.972 -24.977
H 22.918 -13.746 -24.947
O 24.300 -15.746 -25.667
P 24.706 -17.013 -25.015
N 23.430 -17.858 -24.289
C 22.124 -17.817 -24.933
C 23.581 -18.906 -23.296
N 25.820 -16.885 -23.777
C 27.230 -16.662 -24.095
C 25.275 -16.285 -22.534
N 25.402 -18.087 -26.115
C 25.166 -18.007 -27.552
C 25.936 -19.401 -25.694
H 21.418 -18.449 -24.392
H 22.163 -18.354 -25.894
H 21.747 -16.809 -25.081
H 22.851 -18.786 -22.499
H 24.618 -18.928 -22.954
H 23.523 -19.914 -23.733
H 27.326 -15.678 -24.564
H 27.802 -16.749 -23.173
H 27.528 -17.422 -24.815
H 24.412 -15.666 -22.763
H 25.192 -17.106 -21.821
H 26.022 -15.616 -22.098
H 24.170 -18.342 -27.862
H 25.308 -16.957 -27.808
H 25.902 -18.585 -28.110
H 25.973 -19.436 -24.605
H 26.956 -19.484 -26.065
H 25.224 -20.146 -26.052
O 23.274 -9.406 -24.846
P 24.041 -8.435 -24.030
N 23.366 -8.178 -22.516
C 23.968 -7.292 -21.525
C 22.544 -9.272 -21.958
N 24.164 -6.933 -24.739
C 22.971 -6.429 -25.416
C 25.047 -5.834 -24.376
N 25.653 -8.851 -23.791
C 26.658 -8.746 -24.825
C 25.965 -9.860 -22.815
H 24.905 -6.887 -21.911
H 24.192 -7.770 -20.571
H 23.330 -6.422 -21.350
H 23.174 -10.155 -21.802
H 21.766 -9.508 -22.680
H 22.177 -8.962 -20.982
H 22.533 -5.601 -24.851
H 23.244 -6.033 -26.399
H 22.249 -7.231 -25.554
H 24.513 -5.118 -23.740
H 25.952 -6.161 -23.871
H 25.297 -5.293 -25.293
H 26.693 -9.590 -25.521
H 26.567 -7.824 -25.405
H 27.662 -8.618 -24.405
H 26.946 -9.753 -22.352
H 25.948 -10.845 -23.304
H 25.221 -9.949 -22.023
O 25.069 -9.431 -17.713
P 25.369 -10.823 -17.375
N 27.002 -11.219 -17.347
C 27.465 -12.504 -16.858
C 28.018 -10.255 -17.795
N 24.609 -11.925 -18.409
C 25.244 -12.104 -19.725
C 23.167 -11.686 -18.612
N 24.779 -11.386 -15.869
C 24.550 -12.805 -15.588
C 24.823 -10.534 -14.707
H 26.836 -13.352 -17.130
H 27.639 -12.497 -15.780
H 28.394 -12.758 -17.373
H 28.936 -10.299 -17.215
H 27.588 -9.261 -17.656
H 28.173 -10.339 -18.874
H 24.816 -12.984 -20.199
H 25.107 -11.178 -20.288
H 26.320 -12.280 -19.701
H 22.598 -11.948 -17.725
H 23.002 -10.643 -18.908
H 22.867 -12.248 -19.497
H 23.503 -12.938 -15.304
H 24.729 -13.376 -16.496
H 25.238 -13.171 -14.821
H 25.857 -10.217 -14.511
H 24.484 -10.992 -13.775
H 24.156 -9.672 -14.806
C 28.478 -14.070 -27.578
Br 27.196 -13.155 -26.429
Br 28.373 -13.442 -29.430
Br 28.205 -16.016 -27.440
H 29.441 -13.980 -27.096
C 19.656 -13.867 -22.485
Br 18.123 -14.143 -23.643
Br 20.108 -11.982 -22.209
Br 21.152 -14.998 -23.017
H 19.331 -14.195 -21.508
C 28.776 -13.214 -22.446
Br 29.348 -13.134 -20.570
Br 29.916 -14.351 -23.493
Br 29.052 -11.429 -23.198
H 27.731 -13.498 -22.488
```

Results
**E_tot**: -26478.29177 a.u.
**Relative energy (zero: lowest compared OMol25 entry of this formula, charge and spin)**: 118.7 kJ/mol

Results of the Löwdin charge analysis, in e, for atoms 1 through 4: 0.04, -0.44, -0.02, 0.07

Record 2
Computed, not measured: one molecule with the formula C2H4N4O, with ωB97M-V/def2-TZVPD.

Structure (XYZ):
```
11
Properties=species:S:1:pos:R:3
N 0.031 -1.449 -1.534
C 0.005 -0.527 -0.549
N -1.091 0.182 -0.299
N -0.628 1.030 0.749
C 0.826 0.511 1.143
O 1.248 0.946 2.181
N 1.130 -0.366 0.209
H -0.720 -1.489 -2.203
H 0.929 -1.828 -1.787
H -0.621 2.004 0.440
H -1.108 0.986 1.650
```

Results
**SMILES**: NC1=N[NH2+]C([O-])=N1
**E_tot**: -372.86578 a.u.
**Relative energy (zero: lowest compared OMol25 entry of this formula, charge and spin)**: 90.7 kJ/mol

Results of the natural (NBO) charge analysis, in e, for atoms 1 through 4: -0.79, 0.55, -0.47, -0.47

Record 3
Computed, not measured: C4H8NO2 as an isolated structure at a distorted geometry, with ωB97M-V/def2-TZVPD.

Structure (XYZ):
```
15
Properties=species:S:1:pos:R:3
C 0.362 1.432 -0.169
C -1.972 0.596 -0.181
C -0.568 0.535 0.113
C 1.072 -1.626 -0.246
N -0.238 -0.679 0.734
O -2.657 -0.377 -0.057
O 1.647 1.357 0.076
H -0.028 2.421 -0.544
H -2.276 1.719 -0.534
H 0.944 -2.629 0.017
H 0.778 -1.293 -1.240
H 2.023 -1.447 0.143
H -0.008 -0.649 1.652
H -1.224 -1.324 0.628
H 2.144 1.964 -0.394
```

Results
**E_tot**: -362.09435 a.u.
**Relative energy (zero: lowest compared OMol25 entry of this formula, charge and spin)**: 312.8 kJ/mol
**Total charge**: +1

Results of the natural (NBO) charge analysis, in e, for atoms 1 through 4: 0.28, 0.42, -0.16, -0.27